1.
{"formula": "C14H20F3NS4SnTe4", "method": "ωB97M-V with the def2-TZVPD basis set", "energy_ev": -102817.8698, "de_lowest_ev": 0.2924, "charge": 2, "species": ["Sn", "C", "C", "S", "C", "C", "S", "C", "C", "S", "C", "C", "S", "H", "H", "H", "H", "H", "H", "H", "H", "H", "H", "H", "H", "H", "H", "H", "H", "Te", "Te", "Te", "Te", "F", "C", "F", "F", "C", "C", "C", "N", "C", "C", "H", "H", "H", "H"], "xyz": [[0.352, 0.475, -0.053], [2.989, -2.308, 1.290], [1.719, -3.126, 1.204], [0.515, -2.492, -0.028], [-1.040, -2.954, 0.815], [-2.241, -2.301, 0.176], [-2.253, -0.473, 0.086], [-2.836, 0.093, 1.723], [-1.927, -0.131, 2.912], [-0.267, 0.646, 2.751], [0.774, -0.588, 3.640], [2.257, -0.440, 3.358], [2.787, -0.530, 1.610], [3.534, -2.346, 0.348], [3.628, -2.712, 2.080], [1.211, -3.179, 2.166], [1.981, -4.136, 0.886], [-0.942, -2.694, 1.868], [-1.131, -4.037, 0.717], [-3.148, -2.597, 0.702], [-2.326, -2.604, -0.865], [-3.794, -0.399, 1.897], [-3.007, 1.158, 1.555], [-1.794, -1.191, 3.120], [-2.394, 0.340, 3.780], [0.415, -1.584, 3.389], [0.618, -0.403, 4.706], [2.812, -1.210, 3.896], [2.605, 0.538, 3.694], [2.967, 2.308, -1.083], [2.809, 3.282, 1.455], [1.252, 4.320, -0.494], [-1.137, 3.189, -0.196], [1.273, -0.076, -7.298], [0.012, -0.133, -6.853], [-0.501, -1.298, -7.253], [-0.671, 0.842, -7.447], [-0.024, -0.016, -5.342], [0.789, -0.839, -4.569], [0.753, -0.690, -3.194], [-0.037, 0.193, -2.584], [-0.840, 0.952, -3.326], [-0.861, 0.892, -4.711], [1.437, -1.567, -5.033], [1.380, -1.302, -2.554], [-1.492, 1.639, -2.798], [-1.511, 1.540, -5.277]], "forces_ev_per_a": [[-0.1, 0.1, -0.1], [0.0, 0.4, 0.2], [-0.2, -0.1, -0.3], [0.0, -0.2, 0.3], [0.5, -0.1, -0.1], [0.0, 0.4, -0.1], [-0.2, -0.1, 0.2], [0.2, -0.1, -0.4], [0.3, 0.2, 0.4], [-0.1, -0.4, 0.1], [-0.3, 0.2, 0.0], [0.1, 0.1, -0.5], [0.1, -0.1, 0.3], [0.1, 0.0, 0.0], [0.0, -0.1, -0.2], [0.0, 0.0, 0.0], [-0.1, 0.0, 0.2], [0.0, 0.0, 0.0], [-0.1, 0.0, 0.1], [-0.1, 0.0, -0.1], [-0.1, -0.1, -0.1], [0.0, 0.1, 0.0], [-0.1, -0.1, 0.1], [0.0, 0.0, 0.0], [-0.1, -0.2, 0.0], [0.0, 0.0, 0.0], [-0.1, -0.2, 0.0], [0.0, 0.1, 0.1], [0.1, -0.1, 0.1], [0.7, 0.2, -0.3], [0.2, -0.1, 0.2], [-0.5, 0.1, -0.1], [-0.1, 0.2, 0.0], [0.1, 0.0, 0.1], [0.1, 0.0, -0.2], [-0.1, -0.2, 0.1], [-0.1, 0.1, 0.1], [-0.1, 0.0, 0.2], [-0.1, 0.2, 0.0], [0.2, -0.2, -0.3], [-0.2, -0.1, 0.2], [-0.2, 0.2, -0.2], [0.2, -0.2, 0.0], [0.1, -0.1, 0.0], [0.0, 0.0, -0.1], [0.1, 0.0, 0.0], [0.0, 0.0, 0.0]], "mulliken_charge": [0.7670, -1.0312, -0.6887, 0.0512, -0.4118, -0.9575, 0.1091, -0.8524, -0.6847, 0.1548, -0.3167, -0.8995, 0.0408, 0.4271, 0.4709, 0.4224, 0.5076, -0.0023, 0.4954, 0.5147, 0.4487, 0.4928, 0.3276, 0.3456, 0.5172, 0.0151, 0.4750, 0.4817, 0.3721, 0.0090, 0.0713, 0.2745, -0.1383, -0.2376, 0.7045, -0.2274, -0.2611, 0.3595, -1.0826, -0.0580, 0.2235, -0.0724, -0.8144, 0.4698, 0.4143, 0.2498, 0.5236]}



2.
{"formula": "C14H20F9IN4O", "method": "ωB97M-V with the def2-TZVPD basis set", "energy_ev": -55404.7653, "species": ["C", "C", "O", "N", "C", "C", "C", "C", "C", "C", "C", "N", "C", "N", "N", "C", "F", "F", "C", "F", "F", "C", "F", "F", "C", "F", "F", "F", "H", "H", "H", "H", "H", "H", "H", "H", "H", "H", "H", "H", "H", "H", "H", "H", "H", "H", "H", "H", "I"], "xyz": [[3.373, -2.867, 0.062], [3.493, -1.449, -0.538], [3.008, -1.268, -1.607], [4.166, -0.391, 0.162], [3.179, 0.398, 0.980], [2.496, 1.402, 0.027], [1.687, 2.527, 0.731], [0.560, 2.042, 1.688], [-0.708, 1.461, 0.998], [-1.396, 2.597, 0.202], [-2.562, 2.114, -0.673], [-2.204, 0.979, -1.518], [-0.963, 0.519, -1.249], [-0.139, 0.252, -2.334], [-0.429, 0.348, 0.049], [-0.590, -0.965, 0.605], [0.101, -1.830, -0.187], [0.090, -0.963, 1.784], [-2.052, -1.466, 0.903], [-2.997, -0.537, 0.758], [-2.085, -1.806, 2.220], [-2.525, -2.750, 0.145], [-1.721, -3.801, 0.346], [-3.697, -3.102, 0.728], [-2.859, -2.592, -1.368], [-1.805, -2.300, -2.140], [-3.305, -3.795, -1.777], [-3.826, -1.730, -1.621], [2.362, -3.023, 0.474], [4.108, -3.066, 0.863], [3.502, -3.580, -0.767], [4.736, -0.881, 0.856], [2.474, -0.333, 1.422], [3.693, 0.893, 1.825], [3.310, 1.905, -0.534], [1.921, 0.831, -0.716], [2.411, 3.087, 1.360], [1.359, 3.234, -0.049], [0.246, 2.877, 2.342], [1.024, 1.296, 2.363], [-1.425, 1.174, 1.793], [-1.803, 3.324, 0.927], [-0.709, 3.170, -0.456], [-3.570, 1.847, -0.042], [-2.842, 2.932, -1.356], [-2.295, 1.183, -2.509], [-0.065, -0.650, -2.779], [0.464, 1.016, -2.606], [-5.192, 1.737, 0.216]], "forces_ev_per_a": [[0.5, 0.2, 0.2], [0.3, -0.7, 0.8], [-0.8, 0.6, -1.3], [0.0, -1.0, 1.2], [-0.3, -0.1, -0.7], [0.3, 0.4, 0.3], [0.4, -0.4, 0.2], [0.5, -0.4, -0.3], [-0.4, 1.7, 0.4], [-0.5, -0.3, -0.2], [1.0, 0.3, -0.2], [4.0, 2.8, 1.3], [-0.4, -1.5, -1.2], [-0.6, -0.3, -0.3], [-1.6, 0.6, 0.1], [1.8, 0.7, 0.1], [-0.9, -0.2, 0.0], [-0.4, 0.0, -0.2], [-0.1, -1.2, 1.0], [0.5, 0.3, -0.6], [0.2, -0.1, -0.3], [-0.9, 0.0, 0.4], [0.6, 0.5, -0.3], [0.0, 0.4, -0.2], [-0.5, -1.4, -0.9], [0.2, 0.3, 0.4], [0.2, 0.1, 0.2], [0.2, 0.4, 0.4], [0.3, 0.3, -0.1], [-0.3, 0.0, -0.4], [0.0, 0.3, 0.4], [0.1, 0.3, -0.2], [0.0, 0.6, 0.0], [0.0, -0.1, -0.6], [-0.3, -0.3, 0.2], [0.1, 0.3, 0.3], [-0.4, -0.2, -0.3], [-0.1, -0.2, 0.4], [-0.1, -0.4, -0.4], [-0.4, 0.2, -0.3], [0.3, -0.2, -0.5], [0.2, -0.3, -0.3], [0.1, -0.5, 0.4], [3.6, 0.5, -0.8], [-0.4, -0.5, 0.4], [-0.3, -0.6, 0.0], [0.4, 0.1, 0.3], [0.0, -0.4, -0.1], [-6.1, -0.5, 1.4]], "mulliken_charge": [-1.0055, 0.6455, -0.4918, -0.4780, -0.3921, 0.0316, -0.8844, -1.1507, 0.0760, -0.7603, -0.9955, 0.4915, -1.4796, -0.3037, 1.5076, 0.3299, -0.3717, -0.4059, 0.7773, -0.1368, -0.3437, 0.4917, -0.2760, -0.2977, 0.5883, -0.2236, -0.2803, -0.2176, 0.1288, 0.3884, 0.3426, 0.3132, 0.1928, 0.3612, 0.5363, -0.5470, 0.4073, 0.3716, 0.5254, 0.3470, 0.4156, 0.4400, 0.2839, 0.0155, 0.6880, 0.4539, 0.1767, 0.2045, -0.4902]}



3.
{"formula": "C14H20GaN3S5", "method": "ωB97M-V with the def2-TZVPD basis set", "energy_ev": -125851.2402, "de_lowest_ev": 0.4769, "charge": 2, "species": ["Ga", "C", "S", "C", "S", "N", "N", "C", "C", "C", "C", "C", "C", "N", "H", "H", "H", "H", "H", "H", "H", "H", "C", "C", "S", "C", "C", "S", "C", "C", "S", "H", "H", "H", "H", "H", "H", "H", "H", "H", "H", "H", "H"], "xyz": [[0.105, 0.020, 0.692], [-1.608, 2.627, 4.811], [-1.601, 3.405, 3.180], [-0.631, 2.378, 2.214], [-0.009, 0.832, 2.845], [-0.376, 2.835, 1.014], [0.304, 1.995, 0.240], [1.127, 2.336, -0.676], [2.027, 1.272, -1.114], [3.140, 1.517, -1.902], [4.110, 0.530, -2.022], [3.935, -0.682, -1.369], [2.772, -0.879, -0.647], [1.837, 0.067, -0.534], [-2.402, 3.121, 5.367], [-1.826, 1.566, 4.742], [-0.658, 2.802, 5.310], [1.291, 3.372, -0.952], [3.255, 2.476, -2.389], [5.004, 0.721, -2.601], [4.685, -1.458, -1.410], [2.584, -1.811, -0.128], [-3.100, -0.175, -2.079], [-3.690, -0.244, -0.675], [-2.521, -0.021, 0.722], [-2.452, -1.666, 1.500], [-1.816, -2.740, 0.638], [-0.051, -2.436, 0.277], [0.060, -2.588, -1.546], [-0.578, -1.497, -2.399], [-2.376, -1.739, -2.668], [-2.364, 0.622, -2.177], [-3.911, 0.038, -2.775], [-4.213, -1.184, -0.506], [-4.397, 0.576, -0.542], [-3.475, -1.954, 1.739], [-1.916, -1.525, 2.439], [-2.315, -2.827, -0.322], [-1.855, -3.696, 1.161], [-0.360, -3.566, -1.785], [1.132, -2.631, -1.740], [-0.116, -1.532, -3.386], [-0.422, -0.500, -1.987]], "forces_ev_per_a": [[0.2, 0.1, 0.1], [0.1, 0.0, -0.1], [-0.1, 0.1, 0.1], [0.2, -0.3, -0.1], [0.0, -0.3, -0.5], [-0.6, 0.8, 0.1], [0.1, -1.0, -0.2], [-0.2, 0.3, 0.3], [0.4, -0.3, -0.2], [-0.2, 0.1, 0.0], [0.0, -0.1, 0.0], [0.0, 0.1, -0.1], [0.0, 0.0, -0.1], [-0.2, 0.0, 0.4], [0.0, 0.1, 0.0], [-0.1, 0.0, 0.0], [0.0, 0.0, 0.0], [0.0, 0.0, 0.0], [0.0, 0.0, 0.1], [0.0, 0.0, 0.0], [0.0, 0.0, 0.0], [0.1, 0.0, 0.0], [0.1, -0.4, 0.1], [0.2, 0.2, -0.1], [0.4, -0.1, 0.1], [0.0, 0.2, -0.2], [0.1, -0.2, 0.1], [-0.2, 0.5, 0.0], [0.0, 0.2, 0.0], [-0.4, -0.2, 0.0], [0.2, 0.2, 0.1], [-0.1, 0.1, 0.0], [0.0, 0.1, 0.0], [0.0, 0.0, 0.0], [0.0, 0.0, 0.1], [0.0, 0.0, 0.0], [-0.1, 0.0, 0.0], [0.0, -0.1, -0.1], [0.0, 0.0, 0.0], [0.1, 0.0, 0.1], [0.0, -0.1, 0.0], [0.1, 0.0, 0.0], [0.1, 0.0, -0.1]], "mulliken_charge": [-0.0092, -0.8799, 0.0899, 0.4926, -0.2844, -1.3683, 0.8830, -0.3350, 0.8014, -0.9231, -0.2557, -1.0125, -0.1245, 0.2246, 0.3663, 0.3077, 0.3376, 0.5246, 0.4836, 0.4476, 0.4599, 0.7804, -0.6485, -0.8166, 0.1790, -1.0122, -0.3357, -0.0929, -0.8413, -0.0249, -0.0953, 0.3036, 0.4640, 0.4539, 0.5116, 0.6191, 0.3654, 0.1800, 0.5178, 0.6199, 0.4759, 0.5404, -0.3698]}



| no. | frontier orbital gap (hartree) |
| --- | --- |
| 1 | 0.21076 |
| 2 | 0.17908 |
| 3 | 0.25650 |